Record 1
{"formula": "C29H60B2F3NO12PS4", "method": "ωB97M-V/def2-TZVPD", "charge": -1, "largest_force_ev_per_a": 0.8, "homo_lumo_gap_ev": 5.00, "energy_ha": -4382.11586, "elements": ["C", "C", "B", "O", "B", "C", "C", "O", "C", "C", "F", "F", "F", "O", "C", "C", "N", "C", "P", "C", "C", "C", "C", "O", "H", "H", "H", "H", "H", "H", "H", "H", "H", "H", "H", "H", "H", "H", "H", "H", "H", "H", "H", "H", "H", "H", "H", "H", "H", "H", "H", "H", "C", "C", "C", "S", "O", "O", "C", "H", "H", "H", "H", "H", "H", "H", "H", "C", "C", "C", "S", "O", "O", "C", "H", "H", "H", "H", "H", "H", "H", "H", "C", "C", "C", "S", "O", "O", "C", "H", "H", "H", "H", "H", "H", "H", "H", "C", "C", "C", "S", "O", "O", "C", "H", "H", "H", "H", "H", "H", "H", "H"], "coordinates": [[3.899084, 2.271935, -1.375778], [2.994358, 1.595986, -0.316728], [3.462074, 0.111245, 0.032813], [3.888045, -0.072919, 1.376268], [3.609066, -1.161262, -1.143164], [2.482120, -1.208253, -2.325630], [1.023452, -0.991433, -1.937012], [0.225076, -2.122640, -2.368785], [-1.131382, -1.830573, -2.378235], [-1.889337, -3.105396, -2.637291], [-1.527874, -3.712747, -3.760364], [-1.770163, -3.991939, -1.656491], [-3.207169, -2.845695, -2.748657], [4.956059, -0.767683, -1.795341], [5.929234, -1.486270, -1.119658], [7.303029, -1.480827, -1.835255], [7.403423, -0.476180, -2.891992], [5.269605, -2.845628, -0.744703], [5.278833, -4.400196, -1.838308], [6.622036, -5.441890, -1.078354], [7.892583, -4.794038, -0.492576], [5.993497, -4.078840, -3.516673], [5.236875, -2.988571, -4.282480], [3.921151, -2.510497, -0.562405], [4.899809, 1.828485, -1.395646], [4.017372, 3.343156, -1.175877], [3.493883, 2.156618, -2.383871], [1.957271, 1.581120, -0.673478], [2.995528, 2.205469, 0.603351], [4.554909, 0.577706, 1.643187], [2.771894, -0.473733, -3.088519], [2.542717, -2.201600, -2.789509], [0.600005, -0.102242, -2.427442], [0.876812, -0.904088, -0.853771], [-1.479210, -1.426298, -1.415694], [-1.376783, -1.130167, -3.193355], [6.124166, -1.020682, -0.126912], [7.540241, -2.442751, -2.278483], [8.050106, -1.312760, -1.040353], [7.457740, 0.462801, -2.515765], [8.215751, -0.645818, -3.470923], [5.674059, -3.194644, 0.221830], [6.113348, -6.008726, -0.291406], [6.898035, -6.171080, -1.849373], [8.797861, -5.333956, -0.790182], [8.011196, -3.759677, -0.807704], [7.867937, -4.789794, 0.600857], [5.856808, -5.035741, -4.039888], [7.072988, -3.890609, -3.531371], [5.506411, -3.027178, -5.345591], [4.158068, -3.161279, -4.223817], [5.451916, -1.987592, -3.905694], [-3.827048, 3.243996, -5.236022], [-4.538955, 1.979901, -4.735040], [-3.461331, 1.008464, -4.239842], [-2.089536, 2.034403, -3.684711], [-0.952525, 1.788246, -4.535107], [-1.956931, 1.957177, -2.251462], [-2.819584, 3.604518, -4.149536], [-4.528281, 4.060995, -5.403761], [-3.306083, 3.047376, -6.175986], [-5.171091, 2.238461, -3.891731], [-5.146021, 1.521206, -5.514410], [-3.786006, 0.405252, -3.394957], [-3.075586, 0.367029, -5.030609], [-2.020876, 4.269492, -4.470001], [-3.313050, 4.001719, -3.262510], [-4.463593, 2.237999, 1.705078], [-5.248355, 0.946477, 1.450820], [-6.408063, 1.297832, 0.516538], [-5.840457, 2.699511, -0.457027], [-6.656335, 3.852906, -0.154316], [-5.682495, 2.304270, -1.839334], [-4.247363, 2.874986, 0.336791], [-3.520013, 2.038142, 2.207411], [-5.052158, 2.911993, 2.336568], [-4.594909, 0.208574, 0.980543], [-5.607056, 0.521816, 2.382263], [-6.676042, 0.498928, -0.170365], [-7.287992, 1.627902, 1.066672], [-3.991776, 3.931781, 0.362999], [-3.510385, 2.330790, -0.257265], [0.898010, 0.175756, 4.574705], [0.104755, -1.110915, 4.306273], [-1.041037, -0.747131, 3.355319], [-0.443048, 0.650747, 2.384338], [-1.258405, 1.807189, 2.698981], [-0.267193, 0.251208, 1.014157], [1.125478, 0.818895, 3.211465], [1.845964, -0.028613, 5.071099], [0.316653, 0.843283, 5.216870], [0.757056, -1.847140, 3.834050], [-0.280456, -1.550088, 5.226323], [-1.295772, -1.544529, 2.661383], [-1.933929, -0.416080, 3.884421], [1.381368, 1.875704, 3.243175], [1.867507, 0.281756, 2.620273], [-5.473566, 1.841601, 7.557540], [-5.383796, 3.122926, 6.716583], [-5.199650, 2.700959, 5.254673], [-5.989118, 1.088541, 5.101370], [-4.981616, 0.101082, 4.804655], [-7.171184, 1.184611, 4.282209], [-6.450827, 0.928398, 6.825786], [-5.807582, 2.044870, 8.574079], [-4.493607, 1.363279, 7.615200], [-6.308123, 3.693978, 6.823091], [-4.563289, 3.762159, 7.038694], [-5.675869, 3.376264, 4.548154], [-4.152573, 2.564595, 4.987917], [-6.380904, -0.121356, 7.100543], [-7.479887, 1.275302, 6.917159]], "forces_ev_per_a": [[0.04, 0.07, 0.01], [0.38, 0.23, 0.06], [-0.50, -0.11, 0.17], [0.70, -0.27, -0.21], [0.15, 0.22, -0.11], [0.05, -0.10, 0.07], [0.00, -0.11, -0.12], [-0.03, -0.10, -0.09], [0.39, 0.09, 0.00], [0.05, 0.33, 0.08], [0.25, -0.23, -0.62], [0.18, -0.45, 0.62], [-0.62, 0.28, -0.07], [-0.12, -0.33, 0.05], [0.15, 0.14, 0.27], [0.10, 0.20, 0.23], [-0.01, -0.05, -0.08], [-0.24, -0.02, -0.12], [-0.16, 0.02, 0.16], [0.09, -0.04, 0.13], [0.03, -0.02, 0.00], [0.11, 0.08, -0.20], [0.05, -0.17, -0.25], [0.04, 0.02, 0.03], [-0.10, 0.02, -0.01], [-0.10, -0.06, -0.10], [0.06, -0.03, 0.08], [0.06, -0.04, 0.04], [-0.03, -0.01, -0.07], [-0.59, 0.20, 0.10], [-0.07, -0.11, -0.01], [0.01, 0.11, -0.03], [0.07, 0.03, 0.19], [0.05, 0.12, -0.07], [-0.05, 0.08, -0.12], [-0.11, 0.04, 0.17], [-0.16, 0.05, -0.08], [-0.15, -0.04, -0.09], [0.04, -0.17, -0.13], [-0.10, -0.08, -0.07], [0.05, 0.08, 0.13], [0.12, -0.07, -0.14], [0.11, -0.05, -0.10], [-0.11, 0.03, 0.06], [-0.08, 0.03, 0.03], [0.05, -0.01, -0.02], [-0.03, 0.03, -0.09], [0.00, 0.06, 0.10], [-0.06, 0.04, 0.07], [0.02, 0.07, 0.10], [0.08, 0.09, 0.08], [-0.09, -0.07, 0.07], [0.05, -0.04, 0.00], [0.16, -0.02, -0.02], [-0.11, -0.03, -0.05], [-0.12, -0.04, 0.01], [0.04, 0.00, 0.02], [0.04, 0.01, 0.02], [-0.08, 0.08, -0.03], [-0.02, -0.01, -0.01], [0.02, 0.01, 0.01], [-0.14, 0.02, -0.08], [-0.03, 0.00, 0.02], [0.01, -0.01, 0.00], [0.07, 0.02, 0.02], [0.04, -0.04, 0.03], [-0.01, -0.02, 0.00], [-0.01, -0.01, 0.06], [0.06, 0.01, -0.02], [0.00, -0.11, 0.11], [0.06, -0.02, -0.02], [-0.01, 0.02, 0.02], [-0.02, 0.05, 0.04], [0.10, -0.06, 0.08], [0.08, 0.05, -0.05], [-0.02, -0.01, -0.07], [0.03, 0.05, -0.04], [-0.07, -0.11, -0.06], [-0.02, 0.03, -0.03], [0.01, 0.06, -0.01], [-0.05, 0.02, -0.04], [-0.02, -0.01, -0.02], [-0.03, -0.01, 0.02], [-0.01, 0.00, -0.01], [0.05, -0.09, 0.08], [-0.03, -0.16, -0.13], [-0.08, 0.04, 0.04], [-0.14, 0.15, 0.07], [0.13, 0.01, 0.08], [-0.01, -0.01, 0.00], [0.02, 0.02, -0.02], [0.01, 0.02, -0.02], [0.01, -0.01, 0.00], [-0.01, 0.03, -0.03], [0.00, 0.05, -0.02], [-0.05, 0.01, -0.04], [0.07, -0.03, -0.04], [0.02, 0.01, -0.04], [0.00, -0.03, -0.01], [0.01, 0.10, 0.08], [-0.04, 0.09, 0.15], [0.02, -0.03, -0.03], [0.02, -0.04, -0.05], [0.03, 0.04, 0.11], [0.01, 0.01, 0.00], [-0.01, -0.01, 0.00], [-0.01, -0.01, -0.01], [-0.01, 0.00, 0.01], [0.01, -0.04, -0.02], [-0.01, -0.05, -0.02], [-0.01, -0.02, -0.06], [0.00, 0.00, -0.01]]}

Record 2
{"formula": "C29H60Cl6CsF4LiN6NaO16P2S2", "method": "ωB97M-V/def2-TZVPD", "charge": 1, "largest_force_ev_per_a": 14.0, "relative_energy_kcal_mol": 0.00, "homo_lumo_gap_ev": 2.71, "energy_ha": -7502.32696, "elements": ["C", "C", "C", "C", "C", "P", "N", "O", "C", "C", "C", "O", "Cl", "C", "C", "O", "Cl", "C", "C", "N", "C", "C", "N", "S", "O", "O", "O", "C", "C", "C", "C", "N", "P", "N", "O", "O", "H", "H", "H", "H", "H", "H", "H", "H", "H", "H", "H", "H", "H", "H", "H", "H", "H", "H", "H", "H", "H", "H", "H", "H", "H", "H", "H", "H", "H", "H", "H", "H", "H", "H", "H", "Cl", "Na", "C", "C", "C", "O", "C", "N", "H", "H", "H", "H", "H", "H", "H", "H", "H", "H", "H", "H", "C", "Cl", "Cl", "Cl", "H", "O", "H", "H", "F", "C", "C", "O", "C", "O", "C", "F", "F", "F", "H", "H", "H", "H", "H", "H", "Li", "C", "C", "O", "S", "O", "O", "O", "H", "H", "H", "H", "Cs"], "coordinates": [[3.211476, -1.158328, 0.781202], [2.186277, -0.123157, 1.264062], [0.740431, -0.668734, 1.077050], [0.438636, -1.235364, 2.456364], [-0.305473, 0.333898, 0.367655], [-0.672766, 1.508565, 1.847568], [0.742757, 2.073285, 2.651300], [-1.254896, 2.943200, 1.301262], [-1.725698, -0.480550, 0.156888], [-2.742876, -0.482919, 1.375347], [-3.472746, 0.597002, 2.108757], [-3.662514, 1.742239, 1.958963], [-4.374525, -0.111443, 3.535969], [-1.449113, -2.004353, 0.247628], [-0.633902, -3.020270, -0.492597], [0.297219, -3.340110, 0.094365], [-1.076902, -4.039347, -1.923135], [-2.606212, -0.063070, -1.079014], [-3.470776, -1.205537, -1.626059], [-4.165069, -0.952853, -2.889967], [-3.509109, 1.220200, -0.919396], [-5.035808, 0.965985, -0.516311], [-5.609229, 2.191059, -0.057439], [-1.582187, 0.317083, -2.512087], [-1.052404, -0.861279, -3.106862], [-2.337815, 1.024261, -3.491119], [-0.637163, 1.413541, -1.893147], [0.385973, 1.016141, -0.873695], [1.059750, 2.418396, -0.703723], [0.476647, 3.611970, -1.484139], [-0.157637, 4.793408, -0.783274], [0.633770, 3.765756, -2.723065], [1.635875, 0.098997, -1.977443], [3.145733, 0.343641, -1.729496], [1.385187, 0.620765, -3.486486], [1.420178, -1.476201, -2.016061], [2.970860, -1.574841, -0.179006], [3.223243, -1.988094, 1.481816], [4.195714, -0.723940, 0.797764], [2.375766, 0.885438, 0.924954], [2.463007, -0.044033, 2.303438], [0.907559, -1.428487, 0.346708], [-0.547430, -1.602627, 2.682733], [1.100945, -2.126085, 2.373591], [0.743259, -0.662613, 3.315366], [0.643217, 2.021468, 3.657908], [1.008655, 3.029547, 2.409874], [-1.347400, 2.867958, 0.343361], [-2.486687, -1.184196, 2.147082], [-3.603130, -1.011980, 0.970186], [-1.101411, -2.196393, 1.227757], [-2.412738, -2.507792, 0.314470], [-4.208208, -1.575375, -0.919049], [-2.918356, -2.111674, -1.838383], [-4.418752, 0.004964, -3.100112], [-4.921483, -1.625342, -3.042715], [-3.186591, 1.967682, -0.212961], [-3.639791, 1.816938, -1.854336], [-5.167918, 0.149995, 0.186034], [-5.663966, 0.672891, -1.437469], [-4.957873, 2.954439, -0.130661], [-5.984932, 2.094335, 0.865219], [1.207737, 2.744894, 0.313107], [2.046636, 2.434242, -1.142592], [-1.232961, 4.800176, -0.877279], [0.144589, 4.756775, 0.255784], [0.286721, 5.693553, -1.169912], [1.124153, 2.954579, -3.107302], [3.295221, 0.923593, -0.914096], [1.517862, -0.115191, -4.089177], [1.730839, -1.879787, -2.829085], [-7.748140, 2.460217, -1.157866], [0.844216, 4.098084, 4.231085], [-6.325337, -1.969316, -6.326800], [-5.060317, -2.055238, -7.173944], [-5.149992, -3.080728, -8.303516], [-4.991320, -4.378007, -7.771034], [-6.191946, -5.158150, -7.669328], [-3.912495, -2.495989, -6.289075], [-6.507604, -2.885011, -5.760525], [-6.236673, -1.151230, -5.615799], [-7.195438, -1.777929, -6.949583], [-4.809488, -1.068901, -7.561073], [-4.312813, -2.923281, -8.989914], [-6.068311, -2.966328, -8.877885], [-6.873120, -4.953073, -8.494228], [-6.692740, -4.969062, -6.717522], [-5.905770, -6.205018, -7.703182], [-3.895889, -2.041980, -5.367837], [-3.007383, -2.347625, -6.739236], [-4.005057, -3.514657, -6.165830], [0.716070, 6.533225, -4.789194], [0.122935, 7.221927, -6.299539], [2.385912, 6.003891, -4.951962], [0.555644, 7.697392, -3.468941], [0.115612, 5.667221, -4.547385], [4.678421, 0.667971, 3.195631], [4.795453, -0.201694, 3.600054], [5.336498, 0.683391, 2.494788], [0.159496, -4.548672, 2.075880], [7.214377, -4.711809, 2.508661], [7.599718, -4.990103, 3.961021], [8.268366, -3.940403, 4.611256], [7.474262, -2.855156, 5.193502], [6.503435, -3.252634, 5.953232], [6.960080, -1.867564, 4.115476], [7.852343, -1.632535, 3.120165], [6.711927, -0.654707, 4.659725], [5.799495, -2.226352, 3.490820], [8.002452, -4.160767, 1.995430], [7.035058, -5.652581, 1.981239], [6.297315, -4.131108, 2.438544], [8.320485, -5.813220, 3.952337], [6.740590, -5.341393, 4.541137], [8.286121, -2.255159, 5.676599], [1.644471, -3.638636, 2.926303], [4.036532, 4.614649, 9.689540], [4.737947, 3.678001, 8.735940], [3.682249, 3.217772, 7.864754], [2.612206, 4.362871, 7.677554], [2.868620, 5.042191, 6.448332], [1.323761, 3.831232, 7.935250], [3.062221, 5.296741, 8.866035], [3.501982, 4.072083, 10.469064], [4.713994, 5.327809, 10.146761], [5.213461, 2.841805, 9.236925], [5.475845, 4.201544, 8.127513], [-6.171178, 0.105102, -3.242237]], "forces_ev_per_a": [[-0.52, 0.12, 0.23], [0.70, -0.43, 0.09], [0.60, 2.42, -0.12], [0.23, -1.58, -0.20], [0.54, 0.69, 1.29], [-1.05, -0.89, 1.35], [0.19, 1.22, -0.07], [0.55, -0.47, -0.67], [0.21, 0.17, 0.09], [-0.73, -0.09, -0.14], [-0.52, 0.13, 1.23], [0.46, 0.75, -0.63], [0.33, -0.39, -0.36], [-2.52, -0.51, -1.10], [-0.81, 0.68, -0.90], [3.86, -1.67, 0.09], [-0.63, 0.68, 0.06], [-0.23, 0.85, -1.18], [-0.08, -1.71, -0.14], [4.07, -2.00, 0.31], [-1.85, -0.19, -0.43], [0.22, 0.63, -0.81], [2.89, -0.88, 1.12], [-1.23, 0.31, -1.31], [1.48, -0.92, 1.10], [-0.76, 1.38, -0.13], [-0.21, -1.07, 0.55], [-0.82, 0.13, -1.58], [0.14, 0.80, 0.00], [-0.51, 0.82, -0.17], [0.93, -0.72, 0.76], [0.43, -0.61, -0.46], [3.46, -0.09, -0.53], [-0.82, 0.99, 0.95], [-1.11, -0.25, 0.39], [-1.35, -0.03, 0.26], [0.24, -0.02, -0.38], [0.12, -0.24, 0.30], [0.41, -0.04, -0.19], [-0.03, 0.09, -0.56], [-0.44, 0.37, 0.46], [-0.47, -0.62, -0.04], [-0.22, -0.18, 0.02], [-0.72, 0.84, 0.38], [0.28, 0.55, -0.02], [-0.07, -0.99, -0.12], [0.35, -0.54, -0.78], [-0.24, 0.57, -0.12], [0.69, -0.05, 0.35], [-0.22, -0.15, -0.20], [0.45, -0.10, 0.47], [-0.45, 0.11, -0.26], [-0.16, 0.52, 0.62], [0.84, 0.07, 0.23], [4.80, -1.74, 0.78], [1.52, 0.06, 0.54], [0.60, -0.29, 0.44], [0.64, -0.70, 0.39], [0.00, -0.15, 0.26], [1.73, 0.91, 3.58], [-0.10, 0.28, 0.29], [-0.27, 0.40, 0.16], [-0.13, -0.39, 0.42], [0.44, -0.57, 0.12], [-0.35, 0.13, 0.02], [-0.38, 0.12, 0.45], [-0.18, 0.36, -0.51], [-0.09, 0.11, -0.38], [0.72, -0.16, -0.07], [-0.16, 0.10, -0.53], [0.09, -0.38, -0.08], [-2.19, -0.54, -2.05], [0.23, 0.62, 0.80], [0.30, -0.06, 0.14], [-0.55, 0.08, 0.19], [0.75, -0.14, -0.06], [-0.35, -0.03, -0.05], [0.06, -0.11, 0.20], [0.10, -0.11, -0.03], [0.01, -0.07, -0.10], [-0.07, -0.01, -0.17], [0.02, 0.03, -0.07], [0.07, -0.02, -0.06], [-0.04, 0.02, -0.06], [-0.11, 0.08, 0.12], [0.04, 0.06, -0.04], [-0.10, 0.02, -0.06], [0.08, 0.00, -0.02], [0.09, 0.12, -0.07], [0.03, 0.12, 0.04], [-0.09, -0.03, -0.07], [-0.01, -0.01, -0.03], [-0.02, 0.00, -0.01], [0.06, -0.03, 0.00], [-0.02, -0.01, 0.03], [0.02, -0.04, 0.10], [-0.50, 0.08, -0.18], [0.28, 0.07, 0.11], [0.18, -0.02, 0.11], [1.14, 0.87, 1.40], [-0.24, 0.00, 0.03], [0.16, -0.36, 0.04], [0.28, 0.58, -0.66], [-0.47, -0.63, 0.93], [-0.34, 0.27, -0.10], [0.73, -0.35, -0.41], [-0.15, 0.12, -0.15], [-0.14, 0.09, 0.15], [-0.20, 0.23, 0.06], [0.07, -0.06, 0.01], [0.08, -0.03, 0.02], [0.01, 0.05, -0.03], [0.02, 0.01, 0.07], [-0.09, 0.22, 0.03], [0.06, -0.08, -0.06], [-1.09, -1.72, -0.53], [-0.05, -0.33, 0.42], [0.46, 0.30, -0.13], [-0.18, -0.06, 0.20], [0.62, -0.14, 0.64], [-0.53, 0.07, -0.63], [-0.42, -0.10, -0.45], [0.19, 0.07, -0.19], [-0.03, 0.00, -0.01], [-0.12, 0.25, -0.15], [-0.21, -0.22, -0.12], [0.01, -0.01, -0.01], [-12.62, 4.37, -4.08]]}